Computed, not measured: a cluster of 2 separate species, C31H64BrN5O3P in total at a distorted geometry, with ωB97M-V/def2-TZVPD.

- LUMO level (eV) = -3.815
- highest occupied orbital energy (eV) = -10.56
- molecular weight (u) = 665.76

Geometry as ORCA input:
```
! RIJCOSX wB97M-V def2-TZVPD def2/J DEFGRID3
* xyz 1 1
C 3.3284 -1.2380 2.3880
C 3.9435 -1.7566 1.3197
N 3.6442 -1.4421 -0.0629
C 2.1764 -1.3125 -0.3277
C 1.9281 -0.6474 -1.7029
C 3.1059 -0.6208 -2.6879
C 2.8715 0.5712 -3.6529
C 1.5003 0.5714 -4.3576
C 0.6561 1.8299 -4.0598
C -0.8461 1.5324 -3.9837
C -1.6739 2.5154 -3.1493
C -1.1660 2.7461 -1.7023
C -2.2441 2.5206 -0.6174
C -1.8317 1.4175 0.3634
C -2.7299 1.2972 1.6022
C -2.0298 0.7680 2.8806
C -2.2253 -0.7356 3.0544
C -1.4567 -1.5467 1.9882
C -2.3154 -2.1943 0.9039
C -1.5209 -2.5004 -0.3621
C -2.2857 -3.3950 -1.3556
C -1.3559 -4.2412 -2.2532
C -1.4343 -3.8880 -3.7576
C -0.0647 -3.5574 -4.3550
C 3.2432 -1.8733 -3.5566
C 3.5041 -3.2124 -2.8507
C 4.9853 -3.5242 -2.7189
N 5.4615 -4.0310 -1.4726
O 5.7408 -3.3689 -3.6394
N 4.4184 -0.3125 -2.0001
C 4.2748 -0.3495 -0.6140
N 4.6950 0.6782 0.0587
P 5.5232 2.1012 -0.7024
O 6.7358 1.3434 -1.4371
Br 6.5280 2.7174 1.1521
H 3.1178 -1.8326 3.2679
H 2.9631 -0.2151 2.4312
H 4.7140 -2.5056 1.4696
H 1.6916 -0.7211 0.4423
H 1.7594 -2.3147 -0.3174
H 1.1056 -1.1785 -2.1770
H 1.5639 0.3643 -1.5147
H 2.9840 1.4654 -3.0363
H 3.6821 0.5505 -4.3819
H 1.6982 0.5658 -5.4301
H 0.9291 -0.3333 -4.1589
H 1.0192 2.3227 -3.1581
H 0.8197 2.5385 -4.8734
H -1.2324 1.5934 -5.0051
H -1.0451 0.5060 -3.6608
H -2.6907 2.1247 -3.0848
H -1.7521 3.4779 -3.6554
H -0.8140 3.7759 -1.6368
H -0.3156 2.0943 -1.4965
H -3.1809 2.2411 -1.1020
H -2.4381 3.4345 -0.0539
H -1.9010 0.4727 -0.1857
H -0.7779 1.5570 0.6258
H -3.2305 2.2369 1.8338
H -3.4950 0.5591 1.3547
H -2.4723 1.3248 3.7070
H -0.9600 0.9948 2.8373
H -3.2951 -0.9534 3.0104
H -1.9013 -1.0534 4.0471
H -0.9359 -2.3435 2.5254
H -0.7034 -0.8929 1.5465
H -3.1860 -1.5876 0.6473
H -2.6992 -3.1403 1.2940
H -1.3469 -1.5586 -0.8948
H -0.5666 -2.9756 -0.1285
H -2.9748 -4.0307 -0.7968
H -2.9102 -2.7474 -1.9725
H -1.5928 -5.2942 -2.1185
H -0.3285 -4.0404 -1.9395
H -1.8818 -4.7223 -4.2965
H -2.0945 -3.0329 -3.9078
H 0.2524 -2.5480 -4.0844
H 0.6756 -4.2603 -3.9636
H -0.0568 -3.6781 -5.4370
H 2.3504 -1.9683 -4.1703
H 4.0929 -1.6925 -4.2185
H 3.0886 -3.9924 -3.4945
H 3.0128 -3.3238 -1.8865
H 4.7016 -4.4935 -0.9843
H 5.7531 -3.2671 -0.8728
H 5.1319 -0.9756 -2.2938
H 4.5561 0.6997 1.0645
H 6.6143 1.4532 -2.3921
C -3.7021 4.5250 7.8009
C -4.7594 3.5905 7.2211
C -4.2180 2.6329 6.1518
O -3.9847 3.2227 4.8858
C -2.7612 3.9171 4.7533
N -5.8835 4.3932 6.7360
H -3.4695 5.3449 7.1213
H -4.0650 4.9690 8.7266
H -2.7772 3.9892 8.0242
H -5.1283 2.9645 8.0389
H -4.9715 1.8615 5.9745
H -3.3109 2.1220 6.5045
H -1.9617 3.4366 5.3264
H -2.8549 4.9622 5.0564
H -2.4950 3.8988 3.6952
H -6.6428 3.7803 6.4544
H -5.5962 4.8483 5.8742
*
```

---

Computed, not measured: the molecule C7H10N2O4S at a distorted geometry, with ωB97M-V/def2-TZVPD.

- LUMO level (spin up / spin down) (eV) = -0.793 / -0.572
- relative energy (zero: lowest compared OMol25 entry of this formula, charge and spin) (kcal/mol) = 102.20
- highest occupied orbital energy (spin up / spin down) (eV) = -8.01 / -7.82
- molecular weight (u) = 218.23

Geometry as ORCA input:
```
! RIJCOSX wB97M-V def2-TZVPD def2/J DEFGRID3
* xyz 0 1
C -2.7814 -1.3662 -0.8162
C -1.3704 -1.5663 -0.8098
C -1.7070 -0.6964 1.0844
C 1.3391 1.5206 0.8432
C 1.2818 0.8290 -0.3558
C 2.4886 0.3052 -0.9141
C 0.2410 0.9163 -1.2488
N -3.0037 -0.9586 0.4787
N -0.7025 -1.1776 0.2062
O -1.7028 0.6821 1.4261
O -1.6232 3.0593 0.7449
O -3.2762 1.6004 -0.1126
O -1.0485 1.3145 -0.9992
S -1.9286 1.7409 0.2129
H -3.4906 -1.6315 -1.4914
H -0.6498 -1.9378 -1.6490
H -1.7060 -1.1431 2.1947
H 0.4935 1.9578 1.1903
H 2.2131 1.4061 1.4529
H 2.4672 -0.1477 -1.9599
H 2.8835 -0.5724 -0.3422
H 3.4693 0.8868 -0.9002
H 0.1587 0.3604 -2.1601
H -3.6848 -0.2257 0.6903
*
```

---

Computed, not measured: a cluster of 2 separate species, C8H18OPS2 in total at a distorted geometry, with ωB97M-V/def2-TZVPD.

- LUMO level (eV) = -6.242
- relative energy (zero: lowest compared OMol25 entry of this formula, charge and spin) (kcal/mol) = 10.32
- highest occupied orbital energy (eV) = -12.20
- molecular weight (u) = 225.34

Geometry as ORCA input:
```
! RIJCOSX wB97M-V def2-TZVPD def2/J DEFGRID3
* xyz 1 1
C 3.9758 1.1286 0.1828
C 2.8157 0.5390 0.5005
C -2.7830 -3.3557 0.4502
C 2.0000 -0.3365 -0.4004
C -1.7572 -2.1817 0.5894
C -1.7944 -1.1229 -0.4745
C -0.3928 -0.9958 -1.0512
C 0.6847 -0.4914 -0.0265
O 1.5097 3.8546 0.0173
P 0.3756 2.8065 0.3131
S -0.7062 3.9756 1.7869
S -0.8016 2.9310 -1.4855
H 4.5268 1.7849 0.8476
H 4.5004 0.6919 -0.7265
H 2.2093 0.8976 1.3679
H -2.8293 -4.1852 1.2419
H -3.8065 -2.9928 0.4615
H -2.6206 -3.8915 -0.4311
H 2.2980 -0.0775 -1.4925
H 2.5079 -1.4309 -0.3234
H -1.9316 -1.8483 1.4988
H -0.8474 -2.6948 0.7143
H -2.5524 -1.4375 -1.1304
H -2.1463 -0.1550 -0.0921
H -0.1282 -1.9498 -1.5390
H -0.4711 -0.2475 -1.9121
H 0.3309 -0.1111 0.9331
H 1.4170 4.8381 -0.1135
H -1.9466 3.9794 1.2422
H -1.6368 2.0787 -0.9484
*
```

---

Computed, not measured: a structure of composition C46H58BrIN8OTm at a distorted geometry, with ωB97M-V/def2-TZVPD.

- LUMO level (spin up / spin down) (eV) = -2.503 / -2.499
- highest occupied orbital energy (spin up / spin down) (eV) = -9.64 / -9.64
- molecular weight (u) = 1114.77

Geometry as ORCA input:
```
! RIJCOSX wB97M-V def2-TZVPD def2/J DEFGRID3
* xyz 1 3
Tm 0.2385 0.8687 0.4943
I -2.0836 2.4224 1.9201
C -0.6434 3.5004 3.1619
C -1.2077 4.4023 4.0152
C -0.3844 5.1969 4.8199
C 0.9667 5.0326 4.7553
C 1.5476 4.0872 3.8860
C 2.9486 3.9510 3.8393
C 3.5237 3.0801 2.9617
C 2.7151 2.3091 2.1147
C 1.3230 2.3366 2.1100
C 0.7403 3.2714 3.0248
H -2.2767 4.5091 4.0718
H -0.8361 5.9286 5.4671
H 1.6206 5.6255 5.3765
H 3.5510 4.5631 4.4944
H 4.6016 2.9787 2.9177
H 3.2376 1.6589 1.4192
C -0.9545 -7.3470 0.9606
C -2.0789 -6.3064 1.0429
C -3.1586 -6.6410 0.0043
C -2.7070 -6.4006 2.4337
C -1.5215 -4.9204 0.7574
C -1.4910 -3.9028 1.6961
C -0.9695 -2.6811 1.3282
Br -0.9014 -1.2246 2.6321
C -0.4553 -2.3472 0.0665
O -0.0127 -1.1426 -0.1663
C -0.4779 -3.4132 -0.8804
C -0.9936 -4.6357 -0.5022
C 0.1180 -3.1992 -2.2668
C 1.6152 -2.9215 -2.0816
C -0.0360 -4.4100 -3.1922
C -0.5496 -1.9940 -2.9441
H -1.3574 -8.3383 1.1531
H -0.1872 -7.1375 1.7014
H -0.4872 -7.3564 -0.0192
H -3.5829 -7.6215 0.2087
H -2.7517 -6.6541 -1.0027
H -3.9590 -5.9050 0.0392
H -3.1322 -7.3911 2.5759
H -3.5036 -5.6716 2.5530
H -1.9610 -6.2412 3.2070
H -1.8491 -4.0311 2.7026
H -0.9691 -5.4369 -1.2188
H 2.1156 -3.7972 -1.6722
H 1.7445 -2.0977 -1.3875
H 2.0787 -2.6636 -3.0326
H 0.4593 -5.2882 -2.7852
H 0.4303 -4.1845 -4.1492
H -1.0833 -4.6431 -3.3711
H -0.4176 -1.1019 -2.3360
H -1.6159 -2.1766 -3.0633
H -0.1079 -1.8204 -3.9251
C 3.0305 -1.8712 3.6649
C 3.9303 -2.5412 2.8523
C 4.0676 -2.1354 1.5357
C 3.2627 -1.1009 1.0586
N 2.3268 -0.5247 1.8232
C 2.2514 -0.8741 3.0993
C 3.4111 -0.5580 -0.3066
C 4.5241 -0.8542 -1.0983
C 4.5898 -0.3585 -2.3875
C 3.5386 0.4091 -2.8629
C 2.5011 0.7024 -1.9940
N 2.4366 0.2531 -0.7463
H 2.9238 -2.1124 4.7091
H 4.5278 -3.3552 3.2341
H 4.7822 -2.6280 0.8958
H 1.5386 -0.3287 3.7054
H 5.3309 -1.4624 -0.7234
H 5.4369 -0.5821 -3.0169
H 3.5190 0.7782 -3.8744
H 1.6781 1.3301 -2.3153
C -3.4694 0.2896 -3.9653
N -3.7931 0.9820 -2.7255
C -5.1915 0.8474 -2.3243
C -5.1693 -0.1804 -1.1917
N -3.8064 -0.0451 -0.7242
C -3.3662 -0.6867 0.4728
C -3.0293 0.6419 -1.5863
N -1.8036 0.9997 -1.3622
C -1.2460 1.9172 -2.3495
C -0.9133 3.2840 -1.7369
N 0.2928 3.2647 -0.9177
C 0.8085 4.3929 -0.5498
N 2.0193 4.3892 0.1438
C 3.1716 3.8709 -0.5626
C 2.1896 5.7030 0.7493
C 1.3261 6.6115 -0.1141
N 0.3431 5.6776 -0.6398
C -0.7044 6.2696 -1.4439
H -3.8570 -0.7350 -3.9798
H -2.3940 0.2493 -4.1104
H -3.9133 0.8467 -4.7901
H -5.8144 0.5496 -3.1632
H -5.5327 1.8199 -1.9535
H -5.3702 -1.2064 -1.5311
H -5.8801 0.0628 -0.4008
H -3.5409 -1.7661 0.4151
H -3.8832 -0.2904 1.3520
H -2.2984 -0.5030 0.5491
H -1.9740 2.1272 -3.1375
H -0.3498 1.4783 -2.8040
H -1.7807 3.6010 -1.1421
H -0.7934 3.9782 -2.5748
H 3.5078 4.5521 -1.3553
H 2.9096 2.9139 -1.0029
H 3.9834 3.7287 0.1468
H 3.2347 6.0000 0.7709
H 1.8047 5.6671 1.7741
H 1.8884 7.0734 -0.9398
H 0.8436 7.3968 0.4703
H -0.7592 7.3253 -1.1792
H -1.6779 5.8327 -1.2360
H -0.4866 6.2106 -2.5151
*
```

---

Computed, not measured: a cluster of 4 separate species, C18H25NO11 in total at a distorted geometry, with ωB97M-V/def2-TZVPD.

- LUMO level (eV) = 0.235
- relative energy (zero: lowest compared OMol25 entry of this formula, charge and spin) (kcal/mol) = 137.74
- highest occupied orbital energy (eV) = -9.28
- SMILES = C#C[C@@H]1CNC(=O)[C@@H]1OCCC.O=C1OCCO1.O=C1OCCO1.O=C1OCCO1
- molecular weight (u) = 431.39

Geometry as ORCA input:
```
! RIJCOSX wB97M-V def2-TZVPD def2/J DEFGRID3
* xyz 0 1
C -0.1234 -0.1218 2.6849
C -1.2331 0.5996 2.7894
C -2.7932 0.9960 2.8774
C -3.4937 1.0634 4.3586
N -4.9576 1.1337 3.9385
C -5.1992 1.0182 2.4505
O -6.3084 1.3134 1.9130
C -3.8199 0.4330 1.7665
O -4.1217 -0.9834 1.7050
C -3.0226 -1.7639 1.1530
C -2.5527 -1.3343 -0.3303
C -3.6108 -1.9002 -1.4513
H 0.8299 -0.7646 2.5347
H -2.7675 2.1324 2.6074
H -3.1395 0.1190 4.9128
H -3.1435 1.9485 5.0180
H -5.3163 0.2945 4.4486
H -3.8043 0.9196 0.7069
H -2.0937 -1.8273 1.8344
H -3.4183 -2.8596 1.0638
H -1.5567 -1.9040 -0.5539
H -2.3175 -0.2175 -0.4641
H -3.1101 -2.0077 -2.4805
H -4.4919 -1.1520 -1.4439
H -3.9618 -2.9672 -1.1449
O 1.0872 0.8764 -0.2965
C 2.1201 1.1815 0.2385
O 2.9413 2.1817 -0.1879
C 3.9202 2.3755 0.8220
C 3.9431 1.0570 1.5300
O 2.6210 0.5703 1.3489
H 4.8867 2.6292 0.3825
H 3.5994 3.1949 1.4725
H 4.6447 0.3514 1.0773
H 4.1775 1.1581 2.5913
O -5.4044 -0.4874 -5.5715
C -4.4214 0.0969 -5.2028
O -3.3704 -0.4908 -4.5644
C -2.3303 0.4732 -4.5035
C -3.0650 1.7735 -4.6088
O -4.2140 1.4336 -5.3683
H -1.7726 0.3839 -3.5689
H -1.6469 0.3091 -5.3422
H -3.3851 2.1536 -3.6338
H -2.4789 2.5434 -5.1145
O 6.7725 -0.5423 2.0222
C 7.2186 -1.0135 1.0096
O 8.2233 -1.9312 0.9653
C 8.3014 -2.3986 -0.3729
C 7.6970 -1.2774 -1.1599
O 6.7834 -0.6963 -0.2421
H 9.3372 -2.5954 -0.6556
H 7.7275 -3.3264 -0.4572
H 8.4353 -0.5235 -1.4493
H 7.1789 -1.6281 -2.0545
*
```